Entry 1:
{
  "formula": "C28H32N6O3RuS2",
  "method": "the ωB97M-V functional and the def2-TZVPD basis",
  "total_charge": 1,
  "gap_ev": [7.405, 6.277],
  "s_squared": 8.776,
  "spin_multiplicity": 6,
  "fmax_ev_per_a": 0.320,
  "symbols": ["Ru", "N", "C", "C", "C", "C", "C", "C", "S", "O", "O", "N", "C", "N", "C", "C", "C", "N", "H", "H", "H", "H", "H", "H", "H", "H", "H", "C", "C", "C", "C", "N", "C", "C", "C", "C", "C", "C", "C", "H", "H", "H", "H", "H", "H", "H", "H", "C", "C", "C", "S", "O", "C", "C", "C", "H", "H", "H", "H", "H", "H", "H", "H", "H", "H", "H", "H", "H", "H", "N", "C", "H"],
  "xyz": [[0.66, 0.89, 0.26], [-3.06, -3.96, -5.38], [-2.71, -2.89, -4.60], [-2.60, -3.03, -3.21], [-2.30, -1.93, -2.42], [-2.10, -0.69, -3.00], [-2.21, -0.54, -4.38], [-2.51, -1.62, -5.17], [-1.73, 0.69, -2.01], [-2.02, 1.89, -2.74], [-2.32, 0.49, -0.70], [-0.13, 0.60, -1.65], [0.89, 0.74, -2.55], [0.73, 0.74, -3.87], [1.85, 0.87, -4.58], [3.11, 1.00, -4.01], [3.16, 0.98, -2.62], [2.06, 0.85, -1.89], [-2.96, -4.88, -4.99], [-2.92, -3.89, -6.37], [-2.77, -3.99, -2.75], [-2.23, -2.04, -1.34], [-2.05, 0.44, -4.82], [-2.61, -1.50, -6.24], [1.73, 0.87, -5.66], [3.99, 1.10, -4.61], [4.10, 1.08, -2.09], [1.50, -3.13, 1.70], [2.85, -3.21, 2.01], [3.67, -2.14, 1.71], [3.14, -1.00, 1.10], [1.82, -0.92, 0.85], [1.03, -1.97, 1.13], [4.05, 0.11, 0.72], [5.34, -0.20, 0.31], [6.25, 0.78, -0.03], [5.89, 2.12, 0.04], [4.60, 2.46, 0.43], [3.67, 1.47, 0.76], [0.82, -3.95, 1.90], [3.26, -4.09, 2.48], [4.72, -2.17, 1.96], [-0.02, -1.85, 0.88], [5.63, -1.24, 0.22], [7.25, 0.51, -0.35], [6.60, 2.90, -0.21], [4.30, 3.50, 0.48], [-5.23, 0.00, 2.67], [-4.59, 0.85, 1.58], [-3.26, 1.48, 1.96], [-2.00, 0.22, 2.24], [-0.64, 0.93, 2.00], [-2.05, 0.03, 4.04], [-1.20, 1.04, 4.81], [-1.68, 2.48, 4.74], [-6.21, -0.35, 2.35], [-5.36, 0.56, 3.59], [-4.63, -0.89, 2.90], [-5.26, 1.67, 1.32], [-4.45, 0.27, 0.66], [-3.33, 2.11, 2.85], [-2.85, 2.06, 1.13], [-1.71, -0.99, 4.23], [-3.11, 0.09, 4.31], [-0.17, 0.96, 4.47], [-1.21, 0.70, 5.85], [-1.58, 2.88, 3.73], [-1.08, 3.10, 5.40], [-2.72, 2.58, 5.05], [1.57, 2.81, 0.79], [2.37, 1.90, 1.19], [0.98, 3.30, 1.46]],
  "mulliken_charge": [0.24, -0.51, 1.03, -0.89, -0.41, -0.12, -0.41, -0.77, 1.00, -0.73, -0.47, -0.03, 0.25, -0.39, -0.38, -0.90, 0.49, 0.21, 0.21, 0.22, 0.30, 0.37, 0.47, 0.30, 0.42, 0.44, 0.08, -1.20, -0.45, -0.99, 0.26, 0.49, 0.00, 1.01, -0.84, -0.83, -0.62, -0.55, 1.28, 0.46, 0.44, 0.56, 0.50, 0.54, 0.42, 0.41, 0.46, -1.35, -0.10, -1.06, 0.43, -0.28, -0.96, -0.25, -1.29, 0.41, 0.31, 0.35, 0.44, 0.12, 0.60, 0.38, 0.44, 0.43, 0.14, 0.48, 0.28, 0.39, 0.36, -0.46, -0.43, 0.28]
}

=====

Entry 2:
{
  "formula": "C28H33BrO2OsPS2",
  "method": "the ωB97M-V functional and the def2-TZVPD basis",
  "total_charge": 1,
  "gap_ev": [8.335, 5.751],
  "s_squared": 6.029,
  "spin_multiplicity": 5,
  "fmax_ev_per_a": 0.540,
  "symbols": ["Os", "C", "C", "C", "C", "C", "C", "C", "Br", "C", "O", "C", "C", "C", "C", "C", "C", "H", "H", "H", "H", "H", "H", "H", "H", "H", "H", "H", "H", "H", "H", "H", "H", "H", "H", "H", "H", "S", "P", "S", "C", "C", "C", "C", "C", "C", "C", "C", "C", "C", "C", "C", "H", "H", "H", "H", "H", "H", "H", "H", "H", "H", "C", "C", "O", "H", "H", "H"],
  "xyz": [[-2.40, 2.06, -0.88], [5.05, 0.44, -2.81], [4.51, 0.30, -1.38], [5.19, 1.34, -0.49], [4.85, -1.10, -0.84], [2.99, 0.47, -1.40], [2.35, 1.48, -0.71], [0.97, 1.55, -0.76], [0.09, 2.92, 0.25], [0.19, 0.65, -1.48], [-1.16, 0.73, -1.44], [0.83, -0.38, -2.21], [2.21, -0.43, -2.14], [0.04, -1.39, -3.05], [-0.90, -2.21, -2.15], [-0.77, -0.66, -4.13], [0.97, -2.37, -3.76], [6.13, 0.32, -2.81], [4.82, 1.43, -3.22], [4.63, -0.31, -3.48], [6.26, 1.16, -0.49], [4.84, 1.28, 0.54], [5.03, 2.35, -0.86], [5.93, -1.22, -0.79], [4.45, -1.89, -1.47], [4.45, -1.23, 0.17], [2.89, 2.21, -0.12], [2.72, -1.20, -2.68], [-1.65, -1.60, -1.66], [-0.33, -2.74, -1.38], [-1.41, -2.96, -2.75], [-1.52, 0.01, -3.71], [-1.29, -1.39, -4.76], [-0.11, -0.07, -4.78], [1.56, -2.96, -3.05], [1.66, -1.86, -4.43], [0.38, -3.06, -4.35], [-4.25, -1.40, 1.08], [-3.10, -0.32, 2.30], [-3.32, 1.45, 1.30], [-3.78, -0.04, 3.94], [-4.92, -0.72, 4.36], [-5.41, -0.50, 5.64], [-4.78, 0.40, 6.48], [-3.64, 1.08, 6.05], [-3.14, 0.86, 4.78], [-1.42, -0.92, 2.49], [-0.53, -0.82, 1.43], [0.75, -1.32, 1.56], [1.14, -1.94, 2.74], [0.24, -2.06, 3.79], [-1.04, -1.55, 3.67], [-5.42, -1.41, 3.69], [-6.30, -1.03, 5.97], [-5.17, 0.57, 7.47], [-3.15, 1.78, 6.71], [-2.26, 1.39, 4.45], [-0.85, -0.37, 0.50], [1.45, -1.23, 0.73], [2.14, -2.33, 2.84], [0.54, -2.55, 4.71], [-1.74, -1.64, 4.50], [-2.55, 4.31, -3.34], [-2.80, 3.49, -2.14], [-3.65, 3.70, -1.25], [-3.03, 5.28, -3.27], [-2.96, 3.76, -4.20], [-1.48, 4.40, -3.50]],
  "mulliken_charge": [1.05, -1.62, 1.73, -2.22, -1.60, -0.51, 0.20, -0.21, -0.26, 0.93, -0.74, -0.51, -0.24, 2.02, -1.59, -1.65, -2.27, 0.48, 0.36, 0.30, 0.43, 0.43, 0.42, 0.50, 0.32, 0.29, 0.61, 0.44, 0.25, 0.30, 0.50, 0.24, 0.47, 0.37, 0.40, 0.43, 0.46, -0.22, 0.97, -0.32, 0.24, -0.35, -0.66, -0.42, -0.73, -0.05, -0.27, 0.91, -0.36, -0.66, -0.79, -0.42, 0.32, 0.41, 0.40, 0.40, 0.38, -0.02, 0.34, 0.44, 0.41, 0.45, -1.02, 0.58, -0.43, 0.36, 0.30, 0.28]
}

=====

Entry 3:
{
  "formula": "C28H33ClN7PdS",
  "method": "the ωB97M-V functional and the def2-TZVPD basis",
  "total_charge": 1,
  "gap_ev": [6.822, 6.095],
  "s_squared": 2.037,
  "spin_multiplicity": 3,
  "fmax_ev_per_a": 1.143,
  "symbols": ["Pd", "C", "N", "C", "C", "N", "C", "C", "C", "C", "C", "C", "N", "C", "N", "C", "C", "C", "C", "C", "C", "N", "H", "H", "H", "H", "H", "H", "H", "H", "H", "H", "H", "H", "H", "H", "H", "C", "C", "N", "C", "S", "N", "C", "C", "H", "H", "H", "H", "H", "H", "H", "H", "H", "H", "H", "H", "Cl", "C", "C", "C", "C", "C", "C", "C", "H", "H", "H", "H", "H", "H"],
  "xyz": [[-0.19, -0.20, 0.22], [0.92, -3.71, 0.93], [-0.39, -3.12, 1.07], [-1.42, -3.57, 0.15], [-1.60, -2.72, -1.08], [-1.25, -1.48, -1.25], [-1.75, -1.11, -2.50], [-1.69, 0.11, -3.18], [-2.29, 0.17, -4.42], [-2.93, -0.94, -4.99], [-3.00, -2.15, -4.33], [-2.40, -2.20, -3.08], [-2.28, -3.22, -2.14], [1.80, -2.96, -0.04], [1.79, -1.67, -0.20], [2.78, -1.40, -1.15], [3.19, -0.19, -1.69], [4.21, -0.22, -2.62], [4.81, -1.43, -3.01], [4.41, -2.64, -2.48], [3.38, -2.60, -1.54], [2.73, -3.58, -0.82], [1.42, -3.70, 1.90], [0.88, -4.77, 0.62], [-0.72, -3.16, 2.02], [-1.24, -4.60, -0.18], [-2.38, -3.57, 0.67], [-1.20, 0.96, -2.74], [-2.26, 1.10, -4.98], [-3.39, -0.84, -5.97], [-3.50, -3.00, -4.76], [-2.63, -4.16, -2.23], [2.72, 0.74, -1.40], [4.56, 0.70, -3.07], [5.61, -1.41, -3.74], [4.87, -3.57, -2.78], [2.90, -4.57, -0.86], [3.94, 2.10, 1.76], [3.21, 1.17, 2.71], [2.15, 0.41, 2.02], [1.02, 0.82, 1.52], [-0.11, 2.54, -0.75], [-0.42, 3.39, 3.46], [-1.87, 3.55, 3.45], [-2.29, 4.98, 3.10], [4.74, 2.63, 2.28], [3.26, 2.85, 1.34], [4.38, 1.54, 0.93], [2.77, 1.72, 3.55], [3.88, 0.45, 3.16], [2.42, -0.51, 1.68], [1.38, 2.89, 2.87], [-2.23, 3.33, 4.46], [-2.36, 2.84, 2.78], [-1.81, 5.68, 3.78], [-3.37, 5.09, 3.19], [-2.00, 5.25, 2.09], [0.24, 2.34, 2.36], [-0.54, 2.59, 0.91], [-1.52, 3.42, 0.29], [-2.89, 2.94, 0.06], [-3.39, 1.71, 0.20], [-2.88, 0.42, 0.71], [-2.21, 0.12, 1.81], [-1.87, -0.22, 3.02], [-1.36, 4.50, 0.20], [-3.55, 3.68, -0.38], [-4.40, 1.59, -0.17], [-3.28, -0.43, 0.17], [-2.63, -0.27, 3.79], [-0.85, -0.44, 3.30]],
  "mulliken_charge": [0.70, -1.37, -0.07, -1.33, 0.13, 0.93, -0.32, -0.60, -0.70, -0.43, -1.17, 1.05, -0.12, 0.31, 0.49, 0.22, -0.54, -0.80, -0.48, -1.13, 0.58, -0.09, 0.43, 0.40, 0.29, 0.38, 0.43, 0.21, 0.44, 0.40, 0.42, 0.25, 0.51, 0.43, 0.40, 0.43, 0.24, -0.83, -0.98, -0.07, 0.02, -0.15, -0.77, -0.01, -1.08, 0.40, 0.22, 0.30, 0.42, 0.47, 0.31, 0.07, 0.46, -0.17, 0.38, 0.33, 0.17, 0.55, 0.39, -1.06, -0.80, -0.45, -0.69, 0.70, -0.89, 0.88, 0.47, 0.46, 0.49, 0.29, 0.26]
}

=====

Entry 4:
{
  "formula": "C28H33F3Ge2MgN2O7S",
  "method": "the ωB97M-V functional and the def2-TZVPD basis",
  "total_charge": -1,
  "gap_ev": [4.563, 3.976],
  "s_squared": 1.792,
  "spin_multiplicity": 2,
  "fmax_ev_per_a": 4.220,
  "symbols": ["Mg", "N", "C", "C", "O", "N", "C", "C", "O", "O", "H", "H", "H", "H", "H", "H", "F", "C", "F", "F", "S", "O", "O", "O", "C", "C", "O", "C", "C", "C", "C", "C", "C", "H", "H", "H", "H", "H", "H", "H", "H", "C", "Ge", "C", "C", "Ge", "C", "C", "C", "C", "C", "C", "C", "C", "C", "C", "C", "C", "H", "H", "H", "H", "H", "H", "H", "H", "H", "H", "H", "H", "H", "H", "H", "H", "H", "H", "H"],
  "xyz": [[-1.88, -1.89, 0.29], [-1.85, -2.44, 2.40], [-3.16, -3.01, 2.73], [-4.25, -2.64, 1.75], [-5.43, -2.93, 2.03], [-3.88, -2.01, 0.54], [-4.89, -1.55, -0.16], [-4.98, 5.49, 2.25], [-6.09, 5.86, 2.34], [-3.82, 5.21, 2.21], [-1.85, -1.48, 2.83], [-1.10, -2.96, 2.88], [-3.07, -4.11, 2.76], [-3.50, -2.60, 3.77], [-4.97, -0.91, -1.02], [-5.88, -1.93, 0.22], [-2.42, 0.79, 2.05], [-1.99, 1.78, 1.23], [-2.85, 1.95, 0.25], [-1.77, 2.92, 1.87], [-0.30, 0.90, 0.61], [-1.02, -0.15, -0.10], [0.56, 0.43, 1.66], [0.35, 1.90, -0.35], [-2.07, -4.18, -3.20], [-1.51, -4.08, -1.85], [-1.40, -2.99, -1.24], [-1.12, -5.42, -1.40], [-0.18, -5.54, -0.36], [0.07, -6.78, 0.26], [-0.15, -7.94, -0.41], [-1.02, -7.89, -1.49], [-1.49, -6.64, -1.96], [-2.38, -3.15, -3.60], [-3.02, -4.75, -3.10], [-1.47, -4.78, -3.82], [0.25, -4.67, 0.08], [0.53, -6.76, 1.26], [0.26, -8.83, 0.02], [-1.39, -8.82, -1.97], [-2.46, -6.65, -2.51], [5.89, 0.89, -0.11], [3.94, 0.61, -0.32], [3.17, -0.87, 0.70], [3.74, -0.27, -2.14], [2.31, 2.62, -0.09], [1.94, 3.80, -1.69], [1.20, 3.36, -2.75], [0.99, 4.15, -3.92], [1.48, 5.39, -3.96], [2.21, 5.85, -2.85], [2.52, 5.07, -1.82], [1.65, 3.79, 1.37], [0.45, 4.51, 1.36], [0.03, 5.18, 2.48], [0.77, 5.18, 3.71], [1.94, 4.45, 3.75], [2.36, 3.74, 2.65], [6.46, 1.06, -1.01], [6.29, -0.06, 0.41], [6.20, 1.74, 0.51], [3.42, -0.77, 1.75], [3.67, -1.78, 0.26], [2.15, -1.05, 0.48], [3.83, 0.37, -3.01], [2.64, -0.54, -2.19], [4.43, -1.10, -2.26], [0.64, 2.44, -2.62], [0.48, 3.72, -4.77], [1.23, 6.12, -4.75], [2.41, 6.93, -2.86], [3.26, 5.39, -1.08], [-0.16, 4.50, 0.42], [-1.06, 5.53, 2.52], [0.45, 5.76, 4.61], [2.47, 4.50, 4.73], [3.16, 3.03, 2.74]],
  "mulliken_charge": [0.59, -0.43, -0.41, 0.43, -0.74, -0.04, -0.85, 0.80, -0.41, -0.42, 0.20, 0.24, 0.26, 0.28, 0.35, 0.25, -0.25, 0.38, -0.21, -0.10, 0.57, -0.11, -0.56, -0.27, -1.48, 0.38, -0.45, 0.98, -0.68, -0.47, -0.59, -0.42, -0.35, 0.25, 0.31, 0.45, 0.36, 0.32, 0.38, 0.31, 0.09, -1.29, 0.59, -0.95, -1.21, 0.48, -0.11, -0.13, -0.70, -0.35, -0.30, -0.43, 0.17, 0.05, -0.26, -0.51, -0.47, -0.63, 0.41, 0.34, 0.38, 0.34, 0.42, 0.08, 0.40, 0.25, 0.39, 0.36, 0.38, 0.32, 0.29, 0.32, 0.38, 0.11, 0.33, 0.28, 0.29]
}